{
  "formula": "C23H23AsOPRu",
  "method": "ωB97M-V/def2-TZVPD",
  "species": ["C", "C", "C", "C", "C", "Ru", "P", "H", "H", "H", "H", "H", "H", "H", "H", "O", "As", "C", "C", "C", "C", "C", "C", "C", "C", "C", "C", "C", "C", "C", "C", "C", "C", "C", "C", "H", "H", "H", "H", "H", "H", "H", "H", "H", "H", "H", "H", "H", "H", "H"],
  "positions_angstrom": [[-0.99134, 1.04728, -0.32961], [-1.99485, 1.46364, -1.26611], [-3.11302, 0.62002, -1.08689], [-2.92528, -0.21612, 0.03809], [-1.57780, -0.00824, 0.49626], [1.30624, -0.84958, 0.77383], [2.24561, 0.72512, 1.93899], [0.01972, 1.45090, -0.23403], [-1.87410, 2.22903, -2.01706], [-4.01451, 0.61130, -1.72194], [-1.08384, -0.52591, 1.34005], [-3.63245, -0.92133, 0.47223], [1.70447, 0.88218, 3.27134], [2.14867, 2.13249, 1.58292], [3.62957, 0.65547, 2.18886], [0.54682, -1.68167, -1.06921], [2.02271, -2.60085, -1.12116], [1.45413, -4.23513, -2.00572], [0.64618, -4.07973, -3.13620], [0.10297, -5.21259, -3.75527], [0.35384, -6.48193, -3.21364], [1.16041, -6.62882, -2.07257], [1.72007, -5.49767, -1.45797], [3.28998, -1.66622, -2.26842], [3.56508, -0.32196, -2.04650], [4.35168, 0.37961, -2.97739], [4.83270, -0.27330, -4.11824], [4.56309, -1.63702, -4.32257], [3.79661, -2.34475, -3.38783], [2.60130, -2.37641, 0.93205], [4.02911, -2.38747, 1.04009], [4.55153, -2.80253, 2.25345], [3.71884, -3.39481, 3.21793], [2.38176, -3.68981, 2.94096], [1.79241, -3.23884, 1.74896], [0.42795, -3.07583, -3.50346], [-0.50660, -5.09014, -4.65509], [-0.06549, -7.36411, -3.70331], [1.36270, -7.62423, -1.66617], [2.34023, -5.57086, -0.56327], [3.14412, 0.16821, -1.16217], [4.57920, 1.43479, -2.80245], [5.43400, 0.27758, -4.84797], [4.95263, -2.14962, -5.20669], [3.57392, -3.40377, -3.51833], [4.60551, -2.13931, 0.15350], [5.62144, -2.69961, 2.44375], [4.15272, -3.69932, 4.17592], [1.77901, -4.26505, 3.64645], [0.83907, -3.62475, 1.38035]],
  "lowdin_charge": [-0.109, -0.110, -0.089, -0.107, -0.126, 0.722, 0.531, 0.058, 0.084, 0.111, 0.061, 0.089, -0.106, -0.109, -0.123, -0.591, 1.175, -0.344, -0.107, -0.078, -0.087, -0.085, -0.098, -0.329, -0.115, -0.078, -0.089, -0.081, -0.099, -0.579, -0.149, -0.109, -0.117, -0.108, -0.192, 0.107, 0.105, 0.102, 0.103, 0.101, 0.066, 0.104, 0.103, 0.104, 0.098, 0.091, 0.102, 0.097, 0.102, 0.095],
  "s_squared": 8.82,
  "lumo_ev": [0.67, -1.49],
  "homo_energy_ev": [-4.56, -7.76],
  "spin_multiplicity": 6,
  "orbital_gap_ev": [5.23, 6.27],
  "e_tot_ev": -98971.87892
}

{
  "formula": "C7H16O",
  "method": "ωB97M-V/def2-TZVPD",
  "species": ["C", "C", "C", "C", "C", "C", "C", "H", "H", "H", "H", "H", "H", "H", "H", "H", "H", "H", "H", "H", "H", "O", "H", "H"],
  "positions_angstrom": [[0.73252, 0.10710, 3.04588], [1.04094, 0.55269, 1.65144], [0.85705, -0.25271, 0.61169], [0.26287, -1.65607, 0.65667], [1.29478, 0.18260, -0.77319], [1.04813, 1.65467, -1.11754], [1.03712, 1.82044, -2.65382], [-0.31905, -0.12976, 3.24039], [0.93408, 0.85093, 3.81807], [1.33309, -0.79076, 3.22590], [1.62859, 1.45710, 1.56690], [0.07246, -2.03582, -0.33638], [-0.55310, -1.79818, 1.35682], [1.12247, -2.22040, 1.05478], [2.37960, 0.04822, -0.89678], [0.87163, -0.39960, -1.59082], [0.11956, 2.04224, -0.69210], [1.78368, 2.39572, -0.78438], [0.08928, 1.40733, -3.01578], [1.82015, 1.24797, -3.14143], [1.06225, 2.86068, -2.96938], [-4.99133, -1.85303, -0.92958], [-4.35369, -1.84432, -1.64958], [-5.22310, -2.79795, -0.89704]],
  "lowdin_charge": [-0.110, -0.139, -0.304, -0.042, -0.190, -0.271, -0.124, 0.074, 0.065, 0.077, 0.105, 0.063, 0.073, 0.091, 0.125, 0.099, 0.107, 0.100, 0.069, 0.067, 0.064, -0.068, 0.027, 0.040],
  "lumo_ev": 0.74,
  "smiles": "C/C=C(\\C)CCC.O",
  "homo_energy_ev": -8.69,
  "orbital_gap_ev": 9.43,
  "e_tot_ev": -9565.08439
}

{
  "formula": "C3H4CuMgO3",
  "method": "ωB97M-V/def2-TZVPD",
  "species": ["C", "C", "H", "H", "H", "O", "C", "O", "O", "Mg", "Cu", "H"],
  "positions_angstrom": [[-1.80232, -0.07015, -0.57614], [-1.86756, -1.19835, -1.31401], [-1.36703, -0.59648, -2.21661], [-2.53407, -0.06238, 0.24528], [-2.62767, -1.95223, -1.08726], [1.52844, 1.30288, 1.34918], [2.36753, 0.52517, 0.81067], [2.11735, -0.49719, 0.16493], [3.62187, 0.77722, 1.02063], [1.25426, 2.90593, 2.29674], [0.40876, -1.89941, -0.06549], [-1.09956, 0.76500, -0.62792]],
  "lowdin_charge": [-0.089, -0.062, 0.136, 0.069, 0.085, -0.097, -0.797, 0.102, 0.301, 1.613, 0.682, 0.057],
  "charge": 2,
  "s_squared": 0.76,
  "lumo_ev": [-11.99, -11.95],
  "homo_energy_ev": [-16.96, -16.95],
  "spin_multiplicity": 2,
  "orbital_gap_ev": [4.97, 4.99],
  "e_tot_ev": -59380.87114
}

{
  "formula": "C2H2O3S",
  "method": "ωB97M-V/def2-TZVPD",
  "species": ["C", "C", "O", "O", "O", "S", "H", "H"],
  "positions_angstrom": [[-0.75253, -1.28655, -0.04990], [0.23082, -0.76948, 0.47340], [-1.91497, -1.32149, -0.54228], [-1.83113, 1.22839, -0.55229], [-3.40144, -0.03516, 1.02546], [-3.07400, 0.09698, -0.34286], [-1.11259, 0.93137, 0.14211], [1.15546, -0.46022, 0.83980]],
  "lowdin_charge": [-0.335, 0.112, -0.242, -0.316, -0.372, 1.058, 0.077, 0.018],
  "lumo_ev": -0.37,
  "homo_energy_ev": -9.74,
  "orbital_gap_ev": 9.37,
  "e_tot_ev": -19080.33379
}